1.
Here is an isolated molecule of C22H28N4O3S in a non-equilibrium geometry from the Open Molecules 2025 dataset. Energies are from wB97M-V/def2-TZVPD.

Cartesian coordinates (Å):
C: -2.38 -5.92 1.03
C: -1.87 -4.60 0.53
C: -2.21 -3.42 1.18
C: -1.76 -2.20 0.70
C: -0.96 -2.15 -0.43
C: -0.61 -3.32 -1.08
C: -1.06 -4.53 -0.60
H: -0.78 -5.44 -1.11
H: 0.03 -3.27 -1.95
N: -0.53 -0.89 -0.94
C: 0.41 -0.13 -0.35
O: 0.65 1.01 -0.74
C: 1.18 -0.74 0.80
H: 0.84 -0.28 1.73
C: 2.67 -0.45 0.60
C: 3.15 -1.11 -0.66
O: 2.48 -1.80 -1.39
N: 4.48 -0.89 -1.00
C: 5.43 -0.17 -0.35
N: 5.32 0.44 0.78
C: 6.47 1.06 1.14
C: 7.51 0.92 0.28
S: 7.04 -0.04 -1.08
H: 8.50 1.30 0.35
H: 6.49 1.60 2.06
H: 4.76 -1.33 -1.87
H: 2.82 0.63 0.50
H: 3.26 -0.79 1.44
H: 1.01 -1.82 0.85
C: -1.22 -0.41 -2.13
H: -1.56 -1.27 -2.70
H: -0.52 0.19 -2.71
C: -2.44 0.44 -1.73
O: -3.58 0.06 -1.86
N: -2.07 1.62 -1.21
H: -1.08 1.81 -1.09
C: -3.01 2.55 -0.62
C: -3.06 2.38 0.90
C: -1.75 2.80 1.56
C: -1.43 4.26 1.21
C: -1.33 4.42 -0.30
C: -2.63 3.99 -0.98
H: -2.53 4.08 -2.07
H: -3.44 4.65 -0.67
H: -1.12 5.47 -0.55
H: -0.50 3.83 -0.67
H: -0.50 4.56 1.68
H: -2.23 4.90 1.60
H: -0.93 2.17 1.21
H: -1.82 2.69 2.64
H: -3.28 1.33 1.13
H: -3.88 2.98 1.30
H: -3.99 2.31 -1.04
H: -2.04 -1.28 1.21
H: -2.84 -3.45 2.05
H: -3.34 -6.14 0.57
H: -1.69 -6.72 0.77
H: -2.51 -5.90 2.11

HOMO energy: -8.8 eV
SMILES: Cc1ccc(N(CC(=O)NC2CCCCC2)C(=O)CCC(=O)Nc2nccs2)cc1
frontier orbital gap: 9.3 eV
energy above the lowest of the compared OMol25 structures with the same formula, charge and spin: 30.04 kJ/mol
2S+1: 1

2.
Here is an isolated molecule of C22H27FN2O2 from the Open Molecules 2025 dataset. Energies are from wB97M-V/def2-TZVPD.

Cartesian coordinates (Å):
C: -3.06 -3.52 -2.70
C: -3.51 -2.62 -1.56
H: -4.41 -2.07 -1.83
H: -3.70 -3.21 -0.66
O: -2.54 -1.62 -1.26
C: -1.59 -1.93 -0.38
O: -1.49 -3.02 0.14
C: -0.64 -0.77 -0.07
C: -0.47 -0.71 1.45
C: -1.71 -0.15 2.15
N: -2.16 1.13 1.64
C: -2.36 1.08 0.21
C: -1.16 0.57 -0.60
H: -1.45 0.49 -1.64
H: -0.36 1.31 -0.52
H: -2.64 2.07 -0.14
H: -3.21 0.41 0.04
C: -1.51 2.31 2.19
C: 0.00 2.34 2.14
N: 0.56 2.61 0.99
C: 1.90 2.59 0.89
C: 2.51 2.84 -0.37
C: 3.87 2.82 -0.52
C: 4.69 2.57 0.58
C: 4.15 2.32 1.81
C: 2.76 2.33 1.99
C: 2.12 2.07 3.23
C: 0.76 2.07 3.30
H: 0.25 1.87 4.23
H: 2.73 1.88 4.10
H: 4.78 2.12 2.67
H: 5.77 2.56 0.45
H: 4.30 3.01 -1.50
F: 1.73 3.08 -1.43
H: -1.83 2.39 3.23
H: -1.90 3.17 1.64
H: -1.53 -0.06 3.22
H: -2.54 -0.85 2.00
H: -0.27 -1.72 1.83
H: 0.40 -0.09 1.68
C: 0.73 -1.12 -0.70
C: 0.71 -1.31 -2.19
C: 0.47 -2.67 -2.77
C: 1.84 -2.06 -2.84
H: 2.20 -1.72 -3.79
H: 2.61 -2.47 -2.20
H: -0.10 -2.76 -3.69
H: 0.32 -3.49 -2.09
H: 0.32 -0.47 -2.74
H: 1.09 -2.04 -0.23
H: 1.42 -0.32 -0.45
H: -2.18 -4.09 -2.40
H: -2.82 -2.93 -3.58
H: -3.86 -4.22 -2.95

HOMO energy: -8.0 eV
SMILES: CCOC(=O)C1(CC2CC2)CCN(Cc2ccc3cccc(F)c3n2)CC1
frontier orbital gap: 8.1 eV
energy above the lowest of the compared OMol25 structures with the same formula, charge and spin: 27.22 kJ/mol
2S+1: 1